Record 1
This record from OMol25 describes a structure of composition C9H8N3O8ReSbSe4. The level of theory is wB97M-V/def2-TZVPD.

CARTESIAN COORDINATES (ANGSTROEM)
Re1 -0.5134 -1.4181 1.6589
Se1 -0.8957 -7.0621 -0.1531
Sb1 -1.4412 -6.2627 1.8791
Se2 0.5546 -3.3182 1.5880
Se3 -2.4229 -1.6328 0.4662
Se4 -2.3260 -6.0438 3.9404
N1 0.3117 1.4968 5.3000
C1 -0.5158 0.2428 5.2922
C2 -0.5690 -0.3549 3.9107
O1 0.1187 0.1312 2.9521
O2 -1.2823 -1.3550 3.6357
H1 0.8877 1.5614 6.1468
H2 -0.2702 2.3408 5.2687
H3 0.9418 1.5321 4.4869
H4 -1.5234 0.4679 5.6427
H5 -0.0737 -0.4833 5.9762
O3 -1.7128 -0.8984 -1.1563
C3 -0.5795 -0.3200 -1.0510
O4 0.0829 -0.3837 0.0632
C4 -0.0223 0.4008 -2.1737
C5 1.2312 1.0067 -2.0419
C6 1.7305 1.7095 -3.1132
C7 1.0399 1.8401 -4.3067
C8 -0.1959 1.2219 -4.4010
C9 -0.7485 0.5034 -3.3661
N2 -0.9696 1.3410 -5.6707
O5 -2.0177 0.7391 -5.7069
O6 -0.5102 2.0699 -6.5094
N3 3.0642 2.3562 -2.9683
O7 3.6041 2.2223 -1.8914
O8 3.4771 2.9580 -3.9225
H6 1.8159 0.9429 -1.1365
H7 1.4475 2.4049 -5.1361
H8 -1.7176 0.0438 -3.5029

Cartesian forces (eV/Å) of the 2 atoms listed first:
-0.074 -0.283 -0.127
0.144 -0.021 -0.315

**Multiplicity**: 1
**Highest occupied orbital energy**: -17.5 eV
**Total energy**: -300331.661 eV
**E_LUMO**: -11.78 eV
**Net charge**: +3
**Relative energy (zero: lowest compared OMol25 entry of this formula, charge and spin)**: 41.6 kcal per mole



Record 2
This record from OMol25 describes the molecule C9H8N4 in a non-equilibrium geometry. The level of theory is wB97M-V/def2-TZVPD.

CARTESIAN COORDINATES (ANGSTROEM)
C1 0.8613 2.0471 -0.4422
C2 2.0028 -0.2902 0.7982
C3 -1.0645 -0.4497 0.9707
C4 -0.2933 0.6763 -1.8106
C5 -0.0731 -1.4543 1.6106
C6 -1.4963 1.6948 0.1088
C7 0.7650 -1.4704 -0.8117
C8 -0.3545 2.0065 -1.0288
C9 1.2840 -1.3959 0.7506
N1 2.0666 1.9313 -0.1276
N2 2.6184 0.7622 0.5281
N3 -0.8549 0.7752 0.9524
N4 0.0179 -0.5057 -1.5087
H1 -1.9360 -1.0929 0.6640
H2 -0.6024 0.8288 -2.7506
H3 -0.0300 -1.1139 2.7276
H4 -0.4931 -2.4792 1.3873
H5 -1.8029 2.6460 0.6292
H6 -2.3459 1.2323 -0.4317
H7 1.5730 -1.8672 -1.4645
H8 0.1577 -2.4812 -0.7511

Cartesian forces (eV/Å) of the 2 atoms listed first:
1.179 -0.756 0.097
-0.551 1.990 -1.071

**Multiplicity**: 1
**Highest occupied orbital energy**: -8.8 eV
**Total energy**: -15413.282 eV
**E_LUMO**: -0.34 eV
**Relative energy (zero: lowest compared OMol25 entry of this formula, charge and spin)**: 241.1 kcal per mole



Record 3
This record from OMol25 describes the molecule C9H8O3S in a non-equilibrium geometry. The level of theory is wB97M-V/def2-TZVPD.

CARTESIAN COORDINATES (ANGSTROEM)
C1 3.3066 -0.9066 -0.4858
C2 2.0573 -1.3723 -0.6875
C3 3.5771 0.3319 0.1709
C4 0.9478 -0.5518 -0.3683
C5 2.5099 1.1312 0.5005
C6 1.1906 0.6773 0.2474
C7 0.0746 1.5242 0.2474
C8 -2.1202 0.0308 0.3635
C9 -4.4718 -0.4300 -0.0543
O1 -1.2783 1.0619 0.1191
O2 -1.8071 -1.0101 0.7943
O3 -3.2968 0.4396 -0.1401
S1 0.1548 3.2168 0.2584
H1 4.1789 -1.5157 -0.6851
H2 1.9437 -2.3304 -1.1408
H3 4.5119 0.5360 0.5378
H4 -0.0985 -0.9908 -0.6214
H5 2.6064 2.1185 0.9763
H6 -5.3217 0.0682 -0.4251
H7 -4.4219 -0.7471 0.9827
H8 -4.2434 -1.2816 -0.5899

Cartesian forces (eV/Å) of the 2 atoms listed first:
2.465 1.026 1.301
-1.830 0.984 -0.049

**Multiplicity**: 3
**Highest occupied orbital energy (spin up / spin down)**: -6.6 / -9.3 eV
**⟨S²⟩**: 2.031
**Total energy**: -26436.482 eV
**E_LUMO (spin up / spin down)**: 0.74 / -2.75 eV
**Relative energy (zero: lowest compared OMol25 entry of this formula, charge and spin)**: 0.0 kcal per mole



Record 4
This record from OMol25 describes a structure of composition C9H9AsBr4MnNO3S. The level of theory is wB97M-V/def2-TZVPD.

CARTESIAN COORDINATES (ANGSTROEM)
Mn1 -0.6027 1.0072 -0.7072
Br1 3.6577 -3.0877 -4.1834
C1 2.1668 -2.3977 -3.2429
C2 1.0143 -3.1543 -3.0957
Br2 0.8991 -4.8956 -3.8285
C3 -0.0794 -2.6253 -2.3947
Br3 -1.6825 -3.5906 -2.1328
C4 -0.0262 -1.3506 -1.8530
O1 -1.0004 -0.7806 -1.1751
C5 1.1564 -0.5731 -1.9981
O2 1.1401 0.6127 -1.4340
C6 2.2342 -1.1108 -2.6896
Br4 3.7725 -0.0239 -2.8310
O3 -1.7688 5.1785 -0.7923
S1 -2.4171 3.8632 -0.8603
N1 -1.6073 2.6355 -0.7657
C7 1.1973 0.8505 2.4962
As1 -0.5750 0.8764 1.6950
C8 -1.3547 -0.7241 2.4764
C9 -1.4299 2.2591 2.7619
H1 1.1380 0.7891 3.5831
H2 1.7239 1.7576 2.2040
H3 1.7448 -0.0057 2.1050
H4 -1.2793 -0.7078 3.5639
H5 -0.8352 -1.5944 2.0785
H6 -2.3999 -0.7858 2.1778
H7 -1.3082 2.0657 3.8277
H8 -2.4892 2.2913 2.5105
H9 -0.9896 3.2212 2.5042

Cartesian forces (eV/Å) of the 2 atoms listed first:
-0.156 0.542 0.111
-0.003 0.000 0.001

**Multiplicity**: 2
**Highest occupied orbital energy (spin up / spin down)**: -4.5 / -4.5 eV
**⟨S²⟩**: 1.059
**Total energy**: -400276.698 eV
**E_LUMO (spin up / spin down)**: 2.58 / 2.58 eV
**Net charge**: -1